Density functional theory data (the ωB97M-V functional and the def2-TZVPD basis) for a molecular structure, C14H21NPTl.

```
38
C14H21NPTl the ωB97M-V functional and the def2-TZVPD basis
C -3.387 -1.111 2.309
C -3.280 -2.222 1.368
C -2.006 -2.884 1.629
C -1.309 -2.046 2.564
C -2.192 -0.987 2.997
Tl -1.664 -1.054 0.186
P -2.358 1.374 -0.011
H -4.309 -0.537 2.500
H -4.064 -2.611 0.722
H -1.683 -3.869 1.249
H -2.019 -0.276 3.834
H -0.392 -2.352 3.060
H -1.968 2.455 0.859
H -3.788 1.378 0.081
H -2.161 1.941 -1.314
C 1.044 2.430 -1.342
N 2.000 1.938 -0.314
C 2.344 3.021 0.641
C 1.533 0.655 0.377
C 1.425 -0.450 -0.638
C 2.458 -0.660 -1.575
C 2.262 -1.534 -2.645
C 1.084 -2.267 -2.759
C 0.093 -2.156 -1.773
C 0.280 -1.232 -0.766
H 0.096 2.692 -0.859
H 0.898 1.662 -2.103
H 1.497 3.320 -1.790
H 2.871 1.692 -0.812
H 1.448 3.321 1.191
H 3.111 2.657 1.328
H 2.729 3.863 0.059
H 2.281 0.453 1.163
H 0.578 0.888 0.883
H 3.408 -0.141 -1.473
H 3.048 -1.664 -3.385
H 0.920 -2.933 -3.609
H -0.826 -2.753 -1.833
```

Values from the calculation:
- calculated total energy (a.u.) = -1114.3209
- total charge = 0
- E_HOMO (eV) = -3.61


Density functional theory data (the ωB97M-V functional and the def2-TZVPD basis) for 3 unconnected molecules or ions with the total composition C14H21O2PS.

```
39
C14H21O2PS the ωB97M-V functional and the def2-TZVPD basis
C 3.493 1.942 1.105
P 3.109 0.846 -0.339
S 2.527 -0.515 -2.162
C 3.860 -0.528 -3.349
O 1.415 0.160 -2.820
O 2.355 -1.884 -1.700
H 2.801 1.737 1.925
H 3.372 2.988 0.812
H 4.514 1.799 1.461
H 2.152 1.697 -0.929
H 2.656 -0.263 0.400
H 4.430 0.771 -0.828
H 3.986 0.475 -3.751
H 3.533 -1.209 -4.136
H 4.775 -0.896 -2.888
C -2.304 -2.568 -0.775
C -3.667 -2.331 -0.891
C -4.119 -1.228 -1.603
C -3.209 -0.369 -2.203
C -1.844 -0.606 -2.090
C -1.392 -1.705 -1.370
H -1.949 -3.424 -0.214
H -4.376 -3.003 -0.426
H -5.182 -1.041 -1.693
H -3.563 0.488 -2.762
H -1.125 0.054 -2.554
H -0.328 -1.882 -1.269
C -1.451 0.257 1.680
C -2.357 -0.026 2.693
C -2.232 0.588 3.932
C -1.201 1.489 4.161
C -0.293 1.774 3.150
C -0.419 1.155 1.914
H -1.554 -0.216 0.713
H -3.162 -0.726 2.512
H -2.940 0.366 4.720
H -1.106 1.971 5.126
H 0.509 2.480 3.328
H 0.286 1.382 1.122
```

Values from the calculation:
- calculated total energy (a.u.) = -1435.9864
- SMILES = C[PH3]S(C)(=O)=O.c1ccccc1.c1ccccc1
- total charge = 0
- E_HOMO (eV) = -8.60


Density functional theory data (the ωB97M-V functional and the def2-TZVPD basis) for 3 unconnected molecules or ions with the total composition C14H22BrFIO7S.

```
47
C14H22BrFIO7S the ωB97M-V functional and the def2-TZVPD basis
O -4.539 0.716 -1.074
C -4.217 0.781 0.020
Br -5.486 0.911 1.499
C -2.739 0.756 0.441
S -1.714 -0.227 -0.723
C -2.552 -1.807 -1.095
C -1.894 -3.071 -0.491
C -1.885 -3.098 1.064
F -2.637 -2.048 1.609
C -0.164 -0.474 0.209
C 0.855 0.626 -0.227
C 1.918 0.857 0.899
I 3.884 0.471 0.126
H -2.350 1.788 0.337
H -2.579 0.455 1.485
H -3.614 -1.808 -0.800
H -2.547 -1.911 -2.193
H -2.513 -3.925 -0.824
H -0.888 -3.256 -0.907
H -2.173 -4.078 1.464
H -0.847 -2.912 1.394
H -0.344 -0.355 1.293
H 0.245 -1.490 0.085
H 0.316 1.557 -0.465
H 1.373 0.216 -1.111
H 1.669 0.233 1.776
H 1.914 1.899 1.251
C 5.219 0.325 -4.373
C 5.078 -0.757 -5.413
O 3.952 -1.499 -4.938
C 3.218 -0.673 -4.155
O 2.129 -0.928 -3.737
O 3.879 0.485 -3.907
H 5.601 1.258 -4.784
H 5.851 0.022 -3.535
H 4.846 -0.360 -6.403
H 5.959 -1.390 -5.484
C -1.944 2.701 3.654
C -1.348 2.710 5.037
O -0.535 1.533 5.035
C -0.225 1.248 3.755
O 0.575 0.428 3.419
O -0.942 2.018 2.889
H -2.117 3.701 3.263
H -2.877 2.133 3.602
H -0.711 3.578 5.214
H -2.102 2.660 5.820
```

Values from the calculation:
- calculated total energy (a.u.) = -4442.8425
- total charge = +1
- E_HOMO (eV) = -11.61